# 1
A molecular structure, C34H52ClGeIMnNO. Source: the Open Molecules 2025 dataset; level of theory: ωB97M-V with the def2-TZVPD basis set.

Last column: Mulliken charge in e.
Cartesian coordinates (Å):
Mn -0.0290 -0.8126 0.1662  0.52
C -1.9951 -1.8034 0.0444  0.04
C -1.3106 -2.1747 -1.1443  -0.18
C -1.1231 -0.9505 -1.8822  1.10
C -1.7344 0.1220 -1.0861  -0.75
C -2.3064 -0.3850 0.0547  -0.59
C -3.0864 0.3858 1.1019  1.69
C -3.5117 -0.5266 2.2519  -1.77
C -2.2480 1.5489 1.6458  -1.62
C -4.3385 0.9558 0.4128  -1.81
C -0.7263 -0.5700 -3.3032  1.62
C 0.2616 -1.4568 -4.0587  -1.55
C -2.0719 -0.5796 -4.0709  -1.72
C -0.1623 0.8638 -3.3208  -1.65
C -0.9198 -3.6322 -1.4027  1.65
C -1.6927 -4.1901 -2.6070  -1.68
C 0.6009 -3.7695 -1.5717  -1.77
C -1.3004 -4.4971 -0.1939  -2.11
H -2.2865 -2.4853 0.8279  1.04
H -1.7446 1.1562 -1.3911  0.60
H -2.6485 -0.9341 2.7872  0.19
H -4.1309 -1.3548 1.9029  0.40
H -4.1006 0.0421 2.9709  0.47
H -2.8503 2.1481 2.3292  0.56
H -1.9019 2.2066 0.8453  0.33
H -1.3827 1.1888 2.2088  0.25
H -4.9633 0.1590 0.0066  0.39
H -4.0715 1.6315 -0.4008  0.34
H -4.9324 1.5174 1.1342  0.48
H -0.0680 -2.4854 -4.1539  0.25
H 1.2533 -1.4340 -3.6130  0.10
H 0.3582 -1.0618 -5.0699  0.61
H -2.4847 -1.5858 -4.1395  0.35
H -1.8982 -0.2102 -5.0822  0.50
H -2.8113 0.0684 -3.5980  0.35
H 0.6193 1.0083 -2.5697  0.23
H -0.9324 1.6192 -3.1662  0.42
H 0.2764 1.0601 -4.2983  0.45
H -1.5176 -3.6339 -3.5225  0.23
H -2.7652 -4.1758 -2.4074  0.37
H -1.3984 -5.2252 -2.7843  0.50
H 0.9854 -3.2628 -2.4483  0.13
H 0.8700 -4.8237 -1.6522  0.59
H 1.1212 -3.3782 -0.6860  0.41
H -2.3742 -4.4928 -0.0021  0.44
H -0.7724 -4.1884 0.7145  0.24
H -1.0133 -5.5283 -0.3960  0.50
Cl 1.7623 2.4953 5.6739  -0.20
C 1.6632 1.8949 4.0693  0.41
C 2.0418 2.6861 3.0228  -0.31
C 2.0102 2.2042 1.6928  -0.05
I 2.5635 3.4497 0.1331  0.19
C 1.6000 0.9222 1.4514  -0.17
O 1.6393 0.3328 0.1930  -0.41
C 1.0932 0.1332 2.5124  0.02
N 0.4742 -1.0424 2.1718  1.15
C 0.0136 -1.8228 3.1358  -0.70
C 0.1313 -1.4953 4.4890  -0.99
C 0.6729 -0.2850 4.8413  -1.03
C 1.1537 0.5864 3.8425  0.37
H 2.3851 3.6936 3.2136  0.54
H -0.4793 -2.7377 2.8298  0.41
H -0.2395 -2.1817 5.2363  0.52
H 0.7279 0.0149 5.8795  0.51
C 6.8347 0.4188 -3.4982  -1.43
C 5.5196 0.5395 -2.7400  -0.18
C 4.7085 -0.7502 -2.7859  -1.11
C 3.3663 -0.6473 -2.0513  -0.35
Ge 3.4755 -0.3464 -0.1388  0.81
C 3.4655 -1.9611 0.9601  -0.54
C 4.5436 -2.9927 0.5866  -0.71
C 5.9239 -2.6972 1.1676  -0.70
C 6.4968 -1.3452 0.7629  -0.72
H 7.4008 1.3483 -3.4601  0.39
H 6.6593 0.1770 -4.5473  0.35
H 7.4595 -0.3703 -3.0752  0.31
H 4.9195 1.3536 -3.1590  0.44
H 5.7237 0.8184 -1.6994  0.21
H 5.3016 -1.5787 -2.3868  0.28
H 4.5075 -1.0085 -3.8291  0.55
H 2.7905 -1.5669 -2.1848  0.10
H 2.7823 0.1759 -2.4705  0.37
H 4.2271 0.8766 0.3668  -0.16
H 2.4757 -2.4013 0.8020  -0.07
H 3.5267 -1.7039 2.0211  0.56
H 4.6103 -3.0851 -0.5038  0.25
H 4.2170 -3.9691 0.9506  0.45
H 6.6034 -3.4908 0.8539  0.41
H 5.8718 -2.7575 2.2583  0.33
H 6.4357 -1.1888 -0.3196  0.12
H 7.5496 -1.2680 1.0318  0.50
H 5.9915 -0.5184 1.2684  0.13

Summary:
M = 780.7 g mol⁻¹
Spin multiplicity = 5
Total charge = +2
Gap between HOMO and LUMO (spin up / spin down) = 6.245 / 7.585 eV
⟨S²⟩ = 6.439
Highest occupied orbital energy (spin up / spin down) = -14.20 / -14.25 eV
LUMO (spin up / spin down) = -7.954 / -6.666 eV

# 2
A molecular structure, C34H52F6N9O6PS2Si4W in a non-equilibrium geometry. Source: the Open Molecules 2025 dataset; level of theory: ωB97M-V with the def2-TZVPD basis set.

Last column: Mulliken charge in e.
Cartesian coordinates (Å):
W -0.5540 0.1284 -0.6807  1.36
N 1.9958 -1.6626 -2.1033  0.61
P 2.0375 -0.0417 -1.4986  0.26
C 3.8600 -0.2032 -1.1454  1.57
C 4.4290 -0.2520 0.1150  -0.59
C 5.7835 -0.4964 0.2805  -1.27
C 6.5986 -0.6889 -0.8185  -0.80
C 6.0466 -0.6192 -2.0878  -0.97
C 4.6944 -0.3855 -2.2520  -1.10
C 2.2859 1.0128 -2.9773  1.18
C 2.7426 2.3082 -2.7449  -0.46
C 3.0906 3.1176 -3.8084  -0.79
C 2.9885 2.6410 -5.1052  -1.03
C 2.5348 1.3549 -5.3374  -0.90
C 2.1868 0.5355 -4.2776  -0.10
C 0.9044 -2.4414 -2.3661  0.18
C 1.0054 -3.4481 -3.3383  -1.09
C -0.1110 -4.1608 -3.7037  -0.77
C -1.3174 -3.8432 -3.0832  -1.65
C -1.3235 -2.8864 -2.0950  -0.73
N -0.2314 -2.2100 -1.6793  0.91
H 2.8305 -1.9447 -2.6116  0.42
H 3.8230 -0.1089 0.9817  0.64
H 6.1901 -0.5400 1.2792  0.48
H 7.6514 -0.8828 -0.6934  0.42
H 6.6709 -0.7446 -2.9587  0.50
H 4.3054 -0.3234 -3.2572  0.36
H 2.8233 2.6698 -1.7274  0.37
H 3.4514 4.1170 -3.6262  0.48
H 3.2554 3.2736 -5.9353  0.43
H 2.4601 0.9764 -6.3441  0.51
H 1.8365 -0.4695 -4.4647  0.38
H 1.9543 -3.6183 -3.8210  0.56
H -0.0592 -4.9176 -4.4708  0.45
H -2.2356 -4.3222 -3.3802  0.54
H -2.2535 -2.6024 -1.6389  0.91
F -0.9451 5.0331 -2.4382  -0.22
C -1.7149 4.1214 -3.0334  0.41
F -2.7089 3.8204 -2.2157  -0.15
F -2.1991 4.6379 -4.1454  -0.20
S -0.7086 2.5925 -3.4166  1.28
O -0.0711 2.1978 -2.1541  0.18
O 0.2041 2.9351 -4.4407  -0.55
N -1.8553 1.6219 -3.9244  -0.63
S -1.7063 0.1165 -3.6323  1.27
O -2.7476 -0.6777 -3.0631  -0.71
O -0.4133 -0.1428 -2.9689  -1.30
C -1.4587 -0.6721 -5.3369  0.58
F -0.2022 -1.1317 -5.4209  -0.15
F -1.6540 0.1921 -6.3133  -0.21
F -2.2560 -1.7231 -5.5064  -0.21
N -2.5904 -3.1244 0.5293  -0.25
N -3.7388 -2.6282 -0.1137  -0.31
C -3.9430 -1.2939 -0.3147  -0.41
N -5.1639 -0.9302 -0.6713  -0.26
N -2.9240 -0.4711 -0.0906  -0.22
N -3.0855 0.9492 -0.4039  1.32
O -2.1028 1.1340 -1.3642  -0.40
O -4.2211 1.3571 -0.7107  -1.16
H -2.2267 -3.9263 0.0184  0.42
H -2.8282 -3.4315 1.4685  0.07
H -4.5551 -3.2290 -0.1985  0.20
H -5.8784 -1.6068 -0.8854  0.22
H -5.2559 0.0690 -0.9141  0.27
C -2.4879 4.1302 0.6504  -1.03
C -1.0787 4.0724 0.3947  -0.72
C -0.4468 2.8815 0.4580  -0.33
N -1.0660 1.6635 0.7256  0.67
C -2.4948 1.6898 0.8863  1.38
C -3.1599 3.0131 0.9574  -0.99
H -2.9778 5.0877 0.6504  0.38
H -0.5340 4.9750 0.1761  0.48
H 0.6384 2.8074 0.3670  -0.21
H -2.8075 1.0034 1.6906  -1.40
H -4.2163 3.0072 1.1584  0.65
C -2.6749 1.2594 4.5114  -1.08
Si -0.8486 1.5099 4.0351  0.81
C -0.5263 3.3264 3.5636  -1.29
C 0.3172 1.1465 5.4982  -1.27
Si -0.3935 -0.6099 1.7152  -0.55
Si -1.4597 -2.1213 3.3595  1.81
C -3.3850 -1.9963 3.2840  -1.53
C -1.0203 -2.0359 5.2284  -1.23
C -0.8641 -3.9083 2.9292  -1.70
Si 1.8643 -0.5590 2.6596  1.70
C 2.6788 -0.9934 4.3397  -1.41
C 2.3874 -2.0905 1.6101  -1.14
C 2.5170 1.2158 2.2746  -0.77
H -3.0056 2.1128 5.0983  0.55
H -2.8191 0.3775 5.1221  0.34
H -3.3429 1.1876 3.6627  0.26
H -1.3662 3.7709 3.0384  0.33
H 0.3554 3.4613 2.9439  0.34
H -0.3701 3.9074 4.4727  0.64
H -0.1577 1.4959 6.4104  0.51
H 1.2505 1.6899 5.4023  0.42
H 0.5458 0.1010 5.6282  0.33
H -3.7902 -1.5089 4.1632  0.59
H -3.8667 -2.9694 3.2438  0.64
H -3.7146 -1.4246 2.4218  0.17
H -1.3945 -1.1601 5.7414  0.34
H 0.0492 -2.0860 5.3928  0.27
H -1.4540 -2.9011 5.7240  0.47
H -1.6555 -4.6434 3.0577  0.56
H -0.0675 -4.2124 3.6008  0.47
H -0.4859 -3.9996 1.9162  0.29
H 2.1568 -1.7845 4.8661  0.41
H 2.7678 -0.1467 5.0104  0.43
H 3.6871 -1.3609 4.1613  0.52
H 1.9060 -2.9663 2.0338  0.40
H 3.4528 -2.2910 1.6139  0.58
H 2.0674 -2.0161 0.5686  0.03
H 2.0311 1.9190 2.9422  0.27
H 3.5844 1.3488 2.4235  0.68
H 2.2744 1.5136 1.2531  -0.19

Summary:
M = 1188.1 g mol⁻¹
Spin multiplicity = 3
Total charge = +2
Gap between HOMO and LUMO (spin up / spin down) = 5.166 / 5.355 eV
⟨S²⟩ = 2.018
Highest occupied orbital energy (spin up / spin down) = -12.46 / -12.84 eV
Energy relative to the best compared isomer or geometry (same formula, charge and spin) = 1378.9 kJ/mol
LUMO (spin up / spin down) = -7.290 / -7.484 eV

# 3
A molecular structure, C34H52F9InN4OSb. Source: the Open Molecules 2025 dataset; level of theory: ωB97M-V with the def2-TZVPD basis set.

Last column: Mulliken charge in e.
Cartesian coordinates (Å):
In 0.4693 1.2370 0.7517  1.99
C 2.6780 -0.6015 2.5265  -1.48
N 2.7024 0.8164 2.1438  1.08
C 2.8982 1.6202 3.3560  -1.24
C 3.7878 1.0664 1.1943  -1.39
C 3.3849 0.6695 -0.2098  -0.09
N 2.2144 1.4379 -0.7015  0.80
C 2.5964 2.8439 -0.9838  -1.32
C 1.7915 0.8533 -1.9965  -0.93
H 3.6329 -0.8957 2.9780  0.43
H 2.4930 -1.2370 1.6608  0.34
H 1.8788 -0.7735 3.2440  0.38
H 3.8430 1.3610 3.8484  0.43
H 2.0849 1.4308 4.0539  0.24
H 2.9091 2.6811 3.1084  0.31
H 4.7016 0.5295 1.4776  0.44
H 4.0309 2.1284 1.2305  0.39
H 3.1087 -0.3877 -0.2425  -0.32
H 4.2189 0.8082 -0.9044  0.57
H 3.3052 2.8549 -1.8158  0.49
H 3.0740 3.2986 -0.1218  0.45
H 1.7057 3.4072 -1.2480  0.10
H 2.6410 0.8311 -2.6842  0.54
H 0.9994 1.4675 -2.4156  0.12
H 1.4219 -0.1588 -1.8441  -0.13
C 0.5553 6.9912 2.6731  -0.55
C -0.3063 6.3826 3.5805  -0.69
C -0.4810 5.0118 3.5728  -0.48
C 0.2195 4.2494 2.6413  -0.77
C 1.0642 4.8525 1.7238  0.60
C 1.2410 6.2266 1.7427  -1.00
N 0.0994 2.8314 2.5638  1.09
N -0.4960 2.2968 3.5116  -0.90
C -0.6687 0.8867 3.4535  -0.32
C -1.1565 0.3127 4.6218  -0.07
C -1.3500 -1.0587 4.6808  -1.13
C -1.0716 -1.8370 3.5670  -0.79
C -0.6003 -1.2463 2.3969  1.20
C -0.3955 0.1177 2.3223  -0.77
H 0.6801 8.0653 2.6870  0.43
H -0.8504 6.9858 4.2944  0.42
H -1.1562 4.5312 4.2650  0.50
H 1.5571 4.2422 0.9823  0.24
H 1.8971 6.6994 1.0247  0.46
H -1.3762 0.9541 5.4649  0.53
H -1.7224 -1.5149 5.5874  0.44
H -1.2258 -2.9077 3.6051  0.50
H -0.3872 -1.8663 1.5349  0.03
F -2.4372 4.2055 1.0466  -0.27
C -2.6555 3.0957 0.3398  0.26
F -3.9292 3.0826 -0.0391  -0.27
F -2.4652 2.0545 1.1718  -0.06
C -1.6650 2.9891 -0.8585  0.87
O -0.4118 2.6553 -0.4551  -0.04
C -1.5695 4.3732 -1.5698  0.12
F -0.8204 5.2116 -0.8552  -0.15
F -0.9813 4.2349 -2.7656  -0.24
F -2.7637 4.9332 -1.7555  -0.25
C -2.2108 1.9327 -1.8586  0.43
F -3.2703 2.3429 -2.5450  -0.27
F -2.5456 0.8106 -1.1990  -0.08
F -1.2576 1.5947 -2.7362  -0.36
C -0.9461 -3.5761 -4.2720  -1.71
C -1.0145 -2.2275 -3.5629  1.78
C -2.3850 -1.5765 -3.7848  -1.50
C 0.0288 -1.2950 -4.1859  -1.45
Sb -0.6301 -2.3394 -1.3952  0.55
C -2.3961 -3.4065 -0.5956  1.96
C -3.4145 -2.3123 -0.2629  -1.66
C -2.0579 -4.1504 0.6971  -1.41
C -3.0150 -4.4193 -1.5607  -1.86
C 0.9816 -3.8333 -1.2301  1.84
C 0.6178 -5.2705 -1.6037  -1.65
C 2.1450 -3.3753 -2.1101  -1.52
C 1.4465 -3.7865 0.2282  -1.88
H -1.1262 -3.4214 -5.3414  0.54
H -1.6931 -4.2822 -3.9119  0.25
H 0.0369 -4.0364 -4.1765  0.31
H -2.6394 -1.6385 -4.8476  0.51
H -2.3680 -0.5208 -3.5166  0.07
H -3.1944 -2.0453 -3.2318  0.25
H -0.2429 -1.1069 -5.2297  0.51
H 1.0327 -1.7238 -4.1861  0.27
H 0.0595 -0.3299 -3.6851  0.02
H -3.0138 -1.5865 0.4492  0.15
H -4.3032 -2.7659 0.1881  0.51
H -3.7390 -1.7652 -1.1491  0.34
H -1.6399 -3.4999 1.4644  -0.20
H -1.3742 -4.9827 0.5434  0.28
H -2.9852 -4.5664 1.1042  0.62
H -3.3664 -3.9761 -2.4887  0.36
H -3.8833 -4.8767 -1.0745  0.54
H -2.3241 -5.2249 -1.8107  0.30
H 0.5315 -5.4010 -2.6815  0.27
H -0.3122 -5.6103 -1.1565  0.28
H 1.4102 -5.9438 -1.2592  0.52
H 1.8793 -3.3336 -3.1658  0.26
H 2.9769 -4.0810 -2.0123  0.56
H 2.5192 -2.3901 -1.8125  0.08
H 0.6977 -4.1726 0.9207  0.33
H 1.6935 -2.7652 0.5361  0.16
H 2.3486 -4.3961 0.3467  0.58

Summary:
M = 940.4 g mol⁻¹
Total charge = +1
Gap between HOMO and LUMO = 6.923 eV
Highest occupied orbital energy = -10.48 eV
LUMO = -3.558 eV

# 4
3 unconnected molecules or ions with the total composition C34H52FN3O2 in a non-equilibrium geometry. Source: the Open Molecules 2025 dataset; level of theory: ωB97M-V with the def2-TZVPD basis set.

Last column: Mulliken charge in e.
Cartesian coordinates (Å):
C 3.3750 0.0690 2.8809  -0.67
C 2.3044 0.9470 2.7159  -0.77
C 2.0507 1.7359 1.3969  0.72
C 2.8731 2.8893 1.0441  0.41
F 3.8909 3.3411 1.8503  -0.34
C 2.5969 3.5754 -0.2493  -1.14
C 1.5415 3.0976 -1.1590  1.07
C 1.3928 3.8880 -2.4728  0.48
C 0.9970 3.3325 -3.7824  -0.25
C 0.9001 4.2085 -4.9342  -0.26
N 1.1575 5.5528 -5.0690  -0.60
C 1.5594 6.0146 -3.8380  -0.18
C 1.6843 5.3350 -2.5637  -0.67
C 0.6640 1.9129 -0.7975  0.06
N -0.3250 1.5730 -1.7189  -0.37
C -0.9774 0.4737 -1.2536  1.02
C -2.1202 -0.1068 -2.1893  -1.22
O -3.4170 -0.0403 -1.5956  -0.37
C -3.9869 1.2849 -1.6512  -0.28
C -5.5435 1.0907 -1.9925  -0.40
C -6.4808 1.6466 -0.8448  -1.12
C -0.7119 -0.2701 0.0239  0.21
C -1.5253 -1.5603 0.4090  -0.26
C -0.8635 -2.8983 -0.1564  0.20
C -1.8596 -3.7879 -1.0091  -0.36
O -1.9015 -5.1140 -0.4022  -0.55
N 0.2388 0.1306 0.9084  -0.28
C 0.9510 1.2520 0.4867  -0.10
H 4.4244 0.4149 2.6947  0.26
H 3.1227 -0.9610 3.2518  0.26
H 1.5987 1.0998 3.5707  0.31
H 3.2334 4.4517 -0.5378  0.42
H 0.7719 2.2437 -3.8824  0.26
H 0.5566 3.7154 -5.8907  0.30
H 1.8349 7.1102 -3.8331  0.30
H 2.0012 5.9009 -1.6537  0.33
H -2.0985 0.4770 -3.1614  0.44
H -1.9114 -1.1830 -2.4599  0.26
H -3.4765 1.9824 -2.3651  0.30
H -3.9667 1.6809 -0.5876  0.19
H -5.7393 -0.0234 -2.0489  0.21
H -5.7750 1.4928 -3.0160  0.36
H -6.7289 0.8243 -0.1095  0.28
H -7.4642 1.9497 -1.3144  0.32
H -6.0624 2.5275 -0.2922  0.35
H -1.4420 -1.6293 1.5371  -0.39
H -2.6196 -1.4745 0.1883  0.50
H 0.0948 -2.6578 -0.6878  -0.52
H -0.5717 -3.5417 0.7284  0.40
H -1.4394 -3.9520 -2.0497  0.19
H -2.9100 -3.3940 -1.0286  0.32
H -2.7424 -5.5481 -0.6201  0.32
C 3.2836 -0.6730 -2.7289  -1.05
C 2.6170 -2.0417 -2.6742  1.02
C 3.5711 -3.1632 -2.2626  -0.85
C 4.7428 -3.4042 -3.2179  -0.81
C 4.3514 -3.7240 -4.6608  -0.34
C 3.5461 -5.0107 -4.7956  -1.18
H 4.0760 -0.6385 -3.4792  0.39
H 2.5481 0.0926 -2.9897  0.10
H 3.7140 -0.4106 -1.7591  0.27
H 2.1557 -2.2660 -3.6410  0.33
H 1.7989 -2.0004 -1.9469  -0.86
H 2.9978 -4.0892 -2.1491  0.35
H 3.9752 -2.9380 -1.2696  0.41
H 5.3460 -4.2285 -2.8220  0.41
H 5.3984 -2.5274 -3.2177  0.31
H 5.2666 -3.8232 -5.2528  0.39
H 3.7917 -2.8924 -5.0993  0.23
H 4.1061 -5.8636 -4.4042  0.29
H 3.3232 -5.2083 -5.8471  0.38
H 2.5944 -4.9497 -4.2635  0.27
C -0.6759 -1.2897 4.5130  -1.14
C -1.8534 -0.3230 4.5017  -0.21
C -1.4789 1.0893 4.9516  -0.51
C -0.9719 1.2012 6.3920  -0.69
C -1.9330 0.6845 7.4628  -0.49
C -3.2469 1.4547 7.5152  -1.21
H -0.2745 -1.4268 5.5194  0.43
H -0.9902 -2.2706 4.1470  0.36
H 0.1283 -0.9299 3.8655  0.10
H -2.6633 -0.7211 5.1205  0.28
H -2.2474 -0.2666 3.4815  0.27
H -2.3476 1.7426 4.8200  0.42
H -0.7056 1.4812 4.2813  0.09
H -0.7441 2.2532 6.5963  0.45
H -0.0211 0.6660 6.4856  0.26
H -1.4417 0.7689 8.4373  0.41
H -2.1365 -0.3799 7.3135  0.23
H -3.0692 2.5154 7.7090  0.30
H -3.8798 1.0673 8.3174  0.38
H -3.8063 1.3637 6.5818  0.28

Summary:
M = 553.8 g mol⁻¹
Total charge = 0
SMILES = C=Cc1c(F)cc(-c2ccncc2)c2nc(COCCC)c(CCCO)nc12.CCCCCC.CCCCCC
Gap between HOMO and LUMO = 7.509 eV
Highest occupied orbital energy = -8.42 eV
Energy relative to the best compared isomer or geometry (same formula, charge and spin) = 0.0 kJ/mol
LUMO = -0.913 eV